Computed, not measured: C2H7BO3 in the gas phase at a distorted geometry, with wB97M-V/def2-TZVPD.

- HOMO energy: -10.82 eV
- Electronic energy: -331.09527 Ha
- SMILES string: CCOB(O)O
- Energy relative to the best compared isomer or geometry (same formula, charge and spin): 14.40 kcal/mol
- Charge: 0
- Gap between HOMO and LUMO: 11.38 eV

Positions of all 13 atoms, in Å:
C 0.60521 1.28766 0.72584
C -0.86341 0.74665 0.40913
O -0.90415 -0.19079 -0.66960
B -0.00143 -1.32735 -0.70310
O -0.14060 -2.07785 -1.91581
O 1.03611 -1.75677 0.08316
H 0.60004 2.04279 1.46878
H 1.27567 0.48257 0.95010
H 0.91099 1.82632 -0.21920
H -1.36532 0.32163 1.31888
H -1.37399 1.71484 0.13985
H -0.94236 -1.88733 -2.43994
H 1.16324 -1.18238 0.85192

Computed, not measured: 13 unconnected molecules or ions with the total composition C49H136N14O13 at a distorted geometry, with wB97M-V/def2-TZVPD.

- HOMO energy: -8.46 eV
- Electronic energy: -3692.78309 Ha
- Energy relative to the best compared isomer or geometry (same formula, charge and spin): 122.62 kcal/mol
- Charge: 0
- Gap between HOMO and LUMO: 8.98 eV

Positions of all 212 atoms, in Å:
C -16.80635 3.41459 31.47417
C -16.92374 3.90897 30.00488
C -16.13934 2.91885 29.09865
O -16.84544 1.70137 28.83564
C -16.07000 0.79291 28.05757
N -18.29371 4.20754 29.59823
H -16.96087 4.17111 32.24350
H -15.74729 3.21948 31.64278
H -17.38010 2.49190 31.56116
H -16.47357 4.89600 29.89901
H -15.16846 2.66531 29.52433
H -15.92092 3.50283 28.20458
H -15.91331 1.23212 27.07235
H -16.74845 -0.05595 27.97251
H -15.19801 0.57928 28.67571
H -18.27787 4.39183 28.60531
H -18.58468 5.10794 29.95138
C -13.18044 -4.46466 24.83161
C -13.05881 -3.24210 25.83932
C -14.23268 -3.01608 26.72439
O -14.33841 -4.00696 27.76202
C -15.07922 -3.63303 28.90704
N -11.80328 -3.40787 26.50437
H -12.39081 -4.35036 24.08898
H -14.14800 -4.45103 24.32985
H -13.13867 -5.45006 25.29567
H -12.96517 -2.30385 25.29249
H -15.17817 -3.02895 26.18219
H -14.09006 -2.04257 27.19349
H -16.12441 -3.55948 28.60662
H -14.82783 -2.65602 29.31977
H -14.86188 -4.30575 29.73669
H -11.22915 -3.86668 25.81157
H -11.97237 -4.13395 27.18578
C -16.41369 -8.56151 22.69624
C -16.95303 -7.17128 22.60158
C -17.43189 -6.50976 23.94376
O -17.78471 -5.07667 23.83330
C -18.01560 -4.39629 25.09210
N -15.98814 -6.35559 22.00716
H -17.18000 -9.24499 23.06193
H -15.51699 -8.73388 23.29149
H -16.32470 -9.10654 21.75649
H -17.82033 -7.22844 21.94384
H -16.67530 -6.61424 24.72144
H -18.40180 -6.84920 24.30728
H -18.89119 -4.78554 25.61165
H -18.12448 -3.32644 24.91410
H -17.28278 -4.59452 25.87426
H -16.51524 -5.49920 22.10128
H -16.01916 -6.66785 21.04715
C -25.52697 -6.21069 22.05564
C -25.32630 -5.03211 23.04309
C -26.52768 -4.06807 23.09110
O -26.01287 -2.74105 23.38882
C -26.96781 -1.69386 23.26065
N -25.07425 -5.48316 24.42856
H -26.29011 -6.88755 22.43980
H -24.61382 -6.71610 21.74129
H -26.00979 -5.80056 21.16864
H -24.46715 -4.50927 22.62286
H -27.39858 -4.23045 23.72613
H -26.88243 -4.03089 22.06112
H -28.04505 -1.80824 23.13990
H -26.69394 -1.08974 22.39569
H -26.70476 -1.07938 24.12165
H -24.90194 -4.66112 24.98950
H -24.18619 -5.95526 24.52109
C -23.13229 -4.78418 31.50738
C -22.28964 -6.08417 31.19675
C -22.11092 -6.93873 32.48270
O -21.53361 -8.11522 32.00416
C -21.02579 -9.01514 32.98593
N -23.03785 -6.75298 30.12837
H -24.17554 -4.94204 31.23385
H -22.72978 -3.89309 31.02567
H -23.15137 -4.62439 32.58544
H -21.28048 -5.82455 30.87689
H -23.12735 -7.10564 32.83925
H -21.44939 -6.34743 33.11581
H -21.01765 -9.97905 32.47709
H -21.70197 -9.00883 33.84082
H -20.05353 -8.67746 33.34480
H -22.52826 -7.62493 30.13905
H -22.74119 -6.35513 29.24872
C -19.58177 -5.85495 19.52413
C -20.54762 -5.57927 20.66708
C -21.06890 -4.13489 20.70911
O -21.86512 -3.83988 21.84987
C -21.08692 -3.75897 23.04545
N -21.57615 -6.60393 20.47345
H -20.20923 -5.98435 18.64229
H -18.95859 -6.69737 19.82430
H -18.92938 -5.01667 19.27962
H -20.14030 -6.01749 21.57821
H -21.62616 -3.99292 19.78316
H -20.26393 -3.41581 20.86095
H -21.78782 -3.43016 23.81274
H -20.22155 -3.09944 22.98021
H -20.69397 -4.71484 23.39185
H -22.32091 -6.41190 21.12810
H -22.03849 -6.15974 19.69305
C -25.97632 -2.82955 28.11682
C -26.20673 -4.23984 28.62235
C -27.72964 -4.61725 28.82970
O -27.72213 -5.79543 29.51451
C -29.05454 -6.36057 29.66422
N -25.63376 -5.26292 27.78199
H -25.03661 -2.57617 27.62607
H -26.02029 -2.17353 28.98619
H -26.82436 -2.39745 27.58557
H -25.85469 -4.31287 29.65134
H -28.26999 -4.65426 27.88378
H -28.25942 -3.82033 29.35159
H -29.40414 -6.76325 28.71357
H -29.86652 -5.70682 29.98264
H -28.99492 -7.20487 30.35103
H -25.78260 -6.08216 28.35364
H -26.29400 -5.37711 27.02624
C -19.78513 4.51777 25.15040
C -19.05696 3.41111 25.82100
C -19.67078 2.06472 25.42641
O -19.23003 1.05052 26.36937
C -19.26231 -0.28788 25.77322
N -17.62437 3.49271 25.57538
H -19.84224 4.43821 24.06482
H -19.37996 5.51907 25.29649
H -20.82836 4.53897 25.46554
H -19.22318 3.57980 26.88497
H -19.20934 1.82083 24.46949
H -20.75628 1.98165 25.37286
H -18.59532 -0.32336 24.91185
H -20.28663 -0.62274 25.60975
H -18.93804 -0.98526 26.54563
H -17.52512 3.40548 24.57406
H -17.23268 2.63785 25.94398
C -22.19940 -2.96520 26.73735
C -21.60110 -4.24205 27.15875
C -20.53401 -4.13526 28.23745
O -19.48311 -3.26695 27.88135
C -18.75632 -2.81337 29.02033
N -22.60984 -5.19911 27.52086
H -22.77269 -2.48443 27.53000
H -22.89538 -2.92112 25.89964
H -21.34503 -2.31524 26.54842
H -21.11800 -4.74495 26.32102
H -20.17648 -5.11013 28.56895
H -21.09175 -3.60620 29.01019
H -19.35992 -2.21335 29.70133
H -17.92805 -2.15385 28.76130
H -18.44546 -3.64978 29.64635
H -23.02055 -4.91298 28.39811
H -23.43071 -5.07737 26.94514
C -19.29354 -7.79579 29.25416
C -19.70822 -7.99296 27.76847
C -19.19215 -9.32479 27.23721
O -19.57917 -9.39148 25.83124
C -19.18234 -10.65885 25.30258
N -21.18565 -7.88909 27.74223
H -18.31184 -8.25626 29.36524
H -19.87403 -8.31653 30.01571
H -19.25806 -6.80571 29.70865
H -19.32326 -7.14808 27.19743
H -19.62507 -9.99970 27.97556
H -18.10232 -9.33335 27.22020
H -19.64614 -10.89217 24.34417
H -19.26305 -11.48538 26.00858
H -18.15433 -10.68575 24.94127
H -21.54138 -7.98349 26.80168
H -21.43481 -6.93785 27.97277
C -15.44557 -7.70810 34.43714
C -16.86121 -8.12261 34.11041
C -17.17102 -7.94097 32.64001
O -17.14411 -6.59910 32.24491
C -18.43731 -5.93410 32.35464
N -16.95184 -9.50061 34.50494
H -14.68119 -8.22940 33.86087
H -15.36100 -7.73127 35.52361
H -15.31912 -6.67810 34.10365
H -17.60859 -7.58739 34.69613
H -18.05495 -8.41812 32.21679
H -16.34067 -8.36346 32.07420
H -18.46266 -5.03031 31.74586
H -18.65090 -5.68464 33.39399
H -19.23413 -6.56429 31.95962
H -16.94126 -9.60386 35.50959
H -17.90261 -9.73132 34.25409
C -24.62885 -10.82464 25.52006
C -24.25311 -9.37731 25.75205
C -23.50200 -8.62514 24.67337
O -22.77900 -7.50570 25.17305
C -21.76238 -7.05635 24.28511
N -25.39044 -8.65264 26.09549
H -23.65357 -11.29774 25.63451
H -24.83358 -11.00488 24.46475
H -25.30874 -11.27863 26.24100
H -23.64983 -9.35117 26.65949
H -24.24175 -8.36570 23.91605
H -22.77572 -9.25351 24.15784
H -21.08225 -7.87972 24.06693
H -21.00817 -6.39680 24.71437
H -22.17240 -6.65782 23.35713
H -25.06694 -7.71800 26.30019
H -25.60702 -9.06090 26.99355
C -17.25702 -1.03707 32.20321
O -18.13074 -1.87247 32.49471
N -17.08945 -0.44680 31.09741
N -16.33237 -0.67027 32.95754
H -16.28691 0.12591 30.87830
H -17.77857 -0.63299 30.38288
H -15.75317 0.14246 32.80227
H -16.26158 -1.24580 33.78449

Computed, not measured: C3H3PS in the gas phase at a distorted geometry, with wB97M-V/def2-TZVPD.

- HOMO energy: -8.41 eV
- Electronic energy: -855.50777 Ha
- SMILES string: CC(=S)C#P
- Energy relative to the best compared isomer or geometry (same formula, charge and spin): 43.73 kcal/mol
- Charge: 0
- Gap between HOMO and LUMO: 7.14 eV

Positions of all 8 atoms, in Å:
C -1.38251 0.09404 -0.00235
C 0.47996 -0.15112 -0.02670
S 0.75003 -1.77780 0.03697
C 1.81732 0.47282 -0.06081
P 3.26943 1.05142 0.03150
H -1.60823 0.27729 1.03421
H -1.69092 -0.87542 -0.35661
H -1.63509 0.90877 -0.65622

Computed, not measured: 2 unconnected molecules or ions with the total composition C3H9OPS at a distorted geometry, with wB97M-V/def2-TZVPD.

- HOMO energy: -8.57 eV
- Electronic energy: -934.43422 Ha
- SMILES string: C[PH2]=O.CC=S
- Energy relative to the best compared isomer or geometry (same formula, charge and spin): 65.28 kcal/mol
- Charge: 0
- Gap between HOMO and LUMO: 8.54 eV

Positions of all 15 atoms, in Å:
C -2.04832 -0.80855 -1.02489
P -1.76194 -0.74838 0.69327
O -1.25316 0.54153 1.18012
H -2.69126 -0.10505 -1.55776
H -2.29297 -1.85795 -1.26072
H -0.95744 -0.53340 -1.36323
H -0.86200 -1.73766 0.87014
H -2.95214 -1.27885 1.37437
C 2.70750 0.16302 1.30043
C 1.62327 -0.28992 0.50147
S 1.72942 -1.45267 -0.59913
H 2.60688 1.34073 1.45406
H 3.67741 -0.11401 0.87145
H 2.73126 -0.23654 2.34032
H 0.65381 0.28763 0.43470

Computed, not measured: a molecular structure, C2BaF6NO3S2 at a distorted geometry, with wB97M-V/def2-TZVPD.

- HOMO energy (spin up / spin down): -5.13 / -10.20 eV
- Spin multiplicity: 2
- Electronic energy: -1777.70751 Ha
- Energy relative to the best compared isomer or geometry (same formula, charge and spin): 0.00 kcal/mol
- Charge: 0
- Gap between HOMO and LUMO (spin up / spin down): 4.89 / 9.92 eV

Positions of all 15 atoms, in Å:
N 0.49372 -0.48891 0.16056
S 0.58103 -0.74402 -1.48791
O 1.92604 -1.43498 -1.61004
C 1.02281 1.04164 -1.86817
F 2.18311 1.37307 -1.33429
F 0.07389 1.83369 -1.40113
F 1.09977 1.15657 -3.18512
S -0.79638 -1.01906 0.96400
O -0.22197 -1.50809 2.23047
O -1.73735 -1.81454 0.18935
C -1.69910 0.55838 1.39324
F -0.86318 1.41577 1.94533
F -2.21002 1.08003 0.29356
F -2.66124 0.25978 2.24657
Ba 2.80887 -1.70931 1.46358

Computed, not measured: C4H6N2O in the gas phase at a distorted geometry, with wB97M-V/def2-TZVPD.

- HOMO energy (spin up / spin down): -7.98 / -7.26 eV
- Electronic energy: -340.58186 Ha
- Energy relative to the best compared isomer or geometry (same formula, charge and spin): 133.69 kcal/mol
- Charge: 0
- Gap between HOMO and LUMO (spin up / spin down): 8.23 / 7.04 eV

Positions of all 13 atoms, in Å:
N 0.87681 -0.32408 -2.55701
C 0.30634 -0.35271 -1.42620
O -0.30829 0.79035 -0.98387
C -1.05531 0.66268 0.22551
C -0.14646 0.68116 1.45971
C 0.65316 -0.60332 1.51582
N 0.87840 -1.33460 0.58791
H 1.31577 -1.21363 -2.80317
H 1.02444 -1.87099 -0.25630
H -1.64196 -0.26821 0.21527
H -1.75086 1.51035 0.23890
H 0.56594 1.51493 1.39666
H -0.71797 0.80809 2.38677